The following is a quantum chemistry calculation of a molecular structure, C16H29AsF6NNaO6S3, from the OMol25 dataset.

Computed properties:
frontier orbital gap = 8.72 eV
F_max = 0.0592 hartree/bohr
energy = -144906.939 eV

Geometry (Å):
Na 0.5373 0.0883 -0.4894
As 0.3227 -0.3349 3.1714
F 1.4229 -0.8998 1.9440
F -0.7559 0.1446 1.8704
F -0.8059 0.3163 4.3229
F 1.3832 -0.8786 4.4358
F 1.1019 1.2194 3.1196
F -0.5022 -1.8916 3.1640
C -3.4375 -3.4142 1.7309
C -4.4044 -2.6632 0.7947
C -3.6914 -2.0093 -0.4124
S -2.0152 -2.7298 -0.5121
O -0.9264 -1.8421 -0.1668
O -1.8704 -3.5273 -1.7270
C -2.2289 -3.8837 0.9056
H -3.9262 -4.2805 2.1648
H -3.0507 -2.7122 2.4673
H -4.9838 -1.8977 1.3060
H -5.1001 -3.3934 0.3776
H -3.5944 -0.9373 -0.2582
H -4.1503 -2.3242 -1.3442
H -1.3221 -3.6821 1.4776
H -2.2408 -4.9006 0.5268
C 5.9966 -1.4588 0.9379
C 6.2481 -0.1109 0.2099
C 5.3411 -0.0175 -1.0313
S 4.0564 -1.2991 -0.8040
O 4.3016 -2.4148 -1.6854
O 2.7503 -0.6584 -0.7253
C 4.4812 -1.7003 0.9022
H 6.3259 -1.5190 1.9714
H 6.4754 -2.2359 0.3345
H 7.3036 0.1114 0.0714
H 5.9509 0.5933 0.9951
H 5.7537 -0.0444 -2.0326
H 4.7714 0.8985 -0.8698
H 4.1337 -2.7062 1.1117
H 3.9252 -0.9269 1.4305
C -3.6954 2.9753 0.0441
C -2.9814 3.0485 1.4016
C -1.9005 4.1180 1.2652
S -1.1786 3.7175 -0.4023
O -0.6281 2.3682 -0.3037
O -0.5606 4.8387 -1.0517
C -2.8791 3.5471 -1.1097
H -4.6331 3.5082 0.2128
H -3.9567 1.9366 -0.1579
H -2.4577 2.1544 1.7422
H -3.5821 3.4518 2.2175
H -1.0558 4.2050 1.9429
H -2.3485 5.0982 1.0843
H -2.9319 3.0808 -2.0938
H -3.0901 4.5760 -1.4178
N 1.4106 1.3110 -3.5214
C 1.2998 -0.0603 -3.3336
C -0.0111 -0.3399 -3.2572
C -0.7126 0.8626 -3.0534
C 0.1914 1.8956 -3.2421
H 2.2228 1.8221 -3.8102
H 2.1361 -0.7371 -3.3708
H -0.4843 -1.3113 -3.2494
H -1.7910 0.8961 -3.0284
H 0.0414 2.9599 -3.1925

=====

The following is a quantum chemistry calculation of a single C4H7ClN2O molecule, from the OMol25 dataset.

Computed properties:
frontier orbital gap = 9.66 eV
F_max = 0.0858 hartree/bohr
energy = -21809.699 eV
SMILES = C/C=C(/Cl)C(=O)NN

Geometry (Å):
C -1.6597 -0.1986 -1.4871
C -0.6589 -1.2217 -0.9223
C 0.5114 -0.9661 -0.2689
Cl 1.4555 -2.1185 0.4215
C 1.0305 0.4802 -0.2354
O 1.0648 1.1760 -1.2451
N 1.3152 0.9400 1.0147
N 0.8416 0.4883 2.2210
H -1.3653 0.8267 -1.3751
H -2.6510 -0.3739 -0.9866
H -1.8497 -0.3572 -2.5491
H -1.0866 -2.2166 -0.9186
H 1.5974 1.9842 0.9711
H -0.1670 1.0009 2.4403
H 1.6217 0.5561 2.9197

=====

The following is a quantum chemistry calculation of a molecular structure, C25H47CrN13O2SSe, from the OMol25 dataset.

Computed properties:
frontier orbital gap (spin up / spin down) = 6.76 / 7.89 eV
⟨S²⟩ = 3.80
F_max = 0.0104 hartree/bohr
energy = -154738.667 eV
2S+1 = 4
net charge = +3

Geometry (Å):
Cr -0.4202 -0.1333 -1.0802
N -1.8260 1.4673 -0.9007
C -1.1816 2.7968 -1.1227
C -1.6500 3.7559 -0.0161
C -1.0367 5.1508 0.1356
C -1.2831 6.1665 -0.9794
N -0.2756 6.0605 -2.0352
C -0.0261 7.0218 -2.9160
N -0.8208 8.0859 -3.0083
N 1.0111 6.9037 -3.7500
C 0.3315 2.6042 -1.1977
O 1.0774 3.5275 -1.4366
O 0.7566 1.3778 -1.0024
H -2.6578 1.3648 -1.4785
H -2.1627 1.4308 0.0628
H -1.4778 3.1485 -2.1145
H -1.4844 3.2421 0.9381
H -2.7341 3.8583 -0.1217
H 0.0338 5.0846 0.3367
H -1.4852 5.5689 1.0373
H -1.2238 7.1638 -0.5378
H -2.2848 6.0470 -1.4038
H 0.3615 5.2674 -1.9739
H -1.6058 8.2083 -2.3932
H -0.6033 8.8471 -3.6304
H 1.6970 6.1822 -3.6037
H 1.2574 7.6499 -4.3786
C 4.3389 0.3977 -2.4252
N 3.0617 -0.0764 -1.9097
C 2.7318 -1.3550 -1.8107
S 1.1913 -1.8702 -1.1458
N 3.6064 -2.2829 -2.1683
C 3.4376 -3.7353 -2.1367
H 4.3530 1.4799 -2.3419
H 4.4731 0.1297 -3.4751
H 5.1688 0.0038 -1.8357
H 2.3535 0.6083 -1.6606
H 4.4979 -1.9560 -2.5128
H 2.4759 -3.9865 -1.7018
H 4.2283 -4.1758 -1.5332
H 3.4921 -4.1316 -3.1488
C -4.2196 -3.9686 1.8438
C -3.0340 -4.2949 2.7457
C -2.0374 -5.2581 2.1053
C -1.1809 -4.6334 1.0089
N -0.2463 -3.6364 1.5579
C -0.3447 -2.3047 1.5206
Se -1.7040 -1.3889 0.5656
N 0.6597 -1.7553 2.2210
C 0.8679 -0.3544 2.6003
C 0.5481 -0.0933 4.0702
C -0.9222 -0.2594 4.4437
C -1.8115 0.8500 3.8917
C 1.4510 -2.7871 2.7259
C 2.6171 -2.7651 3.4881
C 3.1632 -3.9899 3.8087
C 2.5755 -5.1968 3.3875
C 1.4240 -5.2156 2.6303
C 0.8756 -3.9763 2.3091
H -4.9284 -3.3144 2.3497
H -4.7532 -4.8779 1.5660
H -3.9181 -3.4700 0.9204
H -3.4004 -4.7436 3.6694
H -2.5213 -3.3740 3.0525
H -2.5767 -6.0919 1.6498
H -1.3826 -5.6912 2.8640
H -1.7879 -4.1376 0.2526
H -0.5706 -5.3845 0.5067
H 0.2530 0.2637 1.9444
H 1.9140 -0.1301 2.3861
H 0.8615 0.9323 4.2841
H 1.1736 -0.7394 4.6880
H -0.9986 -0.2662 5.5311
H -1.2849 -1.2412 4.1194
H -1.4333 1.8306 4.1910
H -2.8293 0.7646 4.2697
H -1.8727 0.8228 2.8009
H 3.0731 -1.8436 3.8204
H 4.0642 -4.0261 4.4042
H 3.0378 -6.1321 3.6690
H 0.9748 -6.1448 2.3106
N -1.4606 1.2936 -6.0960
N -1.1331 0.4831 -5.0420
N -0.7740 -0.7683 -5.2229
C -0.4510 -1.1383 -3.9941
N -0.6178 -0.1282 -3.1294
N -1.0583 0.9166 -3.8307
H -1.6322 0.7051 -6.9052
H -2.2490 1.8795 -5.8470
H -0.0965 -2.1184 -3.7302

=====

The following is a quantum chemistry calculation of a molecular structure, C2H4NaOTl, from the OMol25 dataset.

Computed properties:
frontier orbital gap (spin up / spin down) = 4.27 / 9.00 eV
⟨S²⟩ = 0.75
F_max = 0.1133 hartree/bohr
energy = -13284.241 eV
2S+1 = 2
net charge = +1

Geometry (Å):
O -0.9483 0.2267 -0.3709
Na -2.2771 -1.4578 0.7496
C 0.2539 0.6439 -0.1935
C 1.2646 -0.3841 0.1092
H 0.4629 1.6435 -0.5784
H 0.9741 -1.3584 -0.2782
H 1.9935 -0.6365 0.8730
Tl -3.3463 0.5828 -0.5181
H 1.6228 0.7400 0.2073

=====

The following is a quantum chemistry calculation of 2 unconnected molecules or ions with the total composition C2H3O2Se, from the OMol25 dataset.

Computed properties:
frontier orbital gap = 6.88 eV
F_max = 0.0435 hartree/bohr
energy = -71563.945 eV
net charge = -1

Geometry (Å):
C 1.3561 0.1476 -0.2954
C -0.7247 -0.4665 -0.3381
O 1.5222 1.0016 0.5138
O 1.8799 -0.5003 -1.1448
Se -1.4287 0.2563 1.3656
H -0.6378 -1.5775 -0.4593
H -1.4713 -0.2007 -1.1464
H -0.4958 1.3395 1.5046

=====

The following is a quantum chemistry calculation of 2 unconnected molecules or ions with the total composition C3H6O2, from the OMol25 dataset.

Computed properties:
frontier orbital gap = 10.58 eV
F_max = 0.0463 hartree/bohr
energy = -7298.310 eV
SMILES = O=C[C@@H]1CO1.[H][H]

Geometry (Å):
O -0.0402 0.5463 -2.1424
C -0.3228 -0.2177 -1.2439
C 0.3338 -0.2613 0.0532
C 0.4238 -0.4534 1.5074
O 1.0913 0.6096 0.7947
H -1.0123 -1.0758 -1.3212
H 0.9014 -1.0341 -0.7346
H 1.0683 -1.2814 1.8008
H -0.2647 -0.1176 2.2916
H -0.9716 1.6701 -0.8546
H -1.2069 1.6153 -0.1511

=====

What did the sixth record say?
The following is a quantum chemistry calculation of 2 unconnected molecules or ions with the total composition C3H6O2, from the OMol25 dataset.

Computed properties:
frontier orbital gap = 10.58 eV
F_max = 0.0463 hartree/bohr
energy = -7298.310 eV
SMILES = O=C[C@@H]1CO1.[H][H]

Geometry (Å):
O -0.0402 0.5463 -2.1424
C -0.3228 -0.2177 -1.2439
C 0.3338 -0.2613 0.0532
C 0.4238 -0.4534 1.5074
O 1.0913 0.6096 0.7947
H -1.0123 -1.0758 -1.3212
H 0.9014 -1.0341 -0.7346
H 1.0683 -1.2814 1.8008
H -0.2647 -0.1176 2.2916
H -0.9716 1.6701 -0.8546
H -1.2069 1.6153 -0.1511

=====

Copy entry 1 word for word.
The following is a quantum chemistry calculation of a molecular structure, C16H29AsF6NNaO6S3, from the OMol25 dataset.

Computed properties:
frontier orbital gap = 8.72 eV
F_max = 0.0592 hartree/bohr
energy = -144906.939 eV

Geometry (Å):
Na 0.5373 0.0883 -0.4894
As 0.3227 -0.3349 3.1714
F 1.4229 -0.8998 1.9440
F -0.7559 0.1446 1.8704
F -0.8059 0.3163 4.3229
F 1.3832 -0.8786 4.4358
F 1.1019 1.2194 3.1196
F -0.5022 -1.8916 3.1640
C -3.4375 -3.4142 1.7309
C -4.4044 -2.6632 0.7947
C -3.6914 -2.0093 -0.4124
S -2.0152 -2.7298 -0.5121
O -0.9264 -1.8421 -0.1668
O -1.8704 -3.5273 -1.7270
C -2.2289 -3.8837 0.9056
H -3.9262 -4.2805 2.1648
H -3.0507 -2.7122 2.4673
H -4.9838 -1.8977 1.3060
H -5.1001 -3.3934 0.3776
H -3.5944 -0.9373 -0.2582
H -4.1503 -2.3242 -1.3442
H -1.3221 -3.6821 1.4776
H -2.2408 -4.9006 0.5268
C 5.9966 -1.4588 0.9379
C 6.2481 -0.1109 0.2099
C 5.3411 -0.0175 -1.0313
S 4.0564 -1.2991 -0.8040
O 4.3016 -2.4148 -1.6854
O 2.7503 -0.6584 -0.7253
C 4.4812 -1.7003 0.9022
H 6.3259 -1.5190 1.9714
H 6.4754 -2.2359 0.3345
H 7.3036 0.1114 0.0714
H 5.9509 0.5933 0.9951
H 5.7537 -0.0444 -2.0326
H 4.7714 0.8985 -0.8698
H 4.1337 -2.7062 1.1117
H 3.9252 -0.9269 1.4305
C -3.6954 2.9753 0.0441
C -2.9814 3.0485 1.4016
C -1.9005 4.1180 1.2652
S -1.1786 3.7175 -0.4023
O -0.6281 2.3682 -0.3037
O -0.5606 4.8387 -1.0517
C -2.8791 3.5471 -1.1097
H -4.6331 3.5082 0.2128
H -3.9567 1.9366 -0.1579
H -2.4577 2.1544 1.7422
H -3.5821 3.4518 2.2175
H -1.0558 4.2050 1.9429
H -2.3485 5.0982 1.0843
H -2.9319 3.0808 -2.0938
H -3.0901 4.5760 -1.4178
N 1.4106 1.3110 -3.5214
C 1.2998 -0.0603 -3.3336
C -0.0111 -0.3399 -3.2572
C -0.7126 0.8626 -3.0534
C 0.1914 1.8956 -3.2421
H 2.2228 1.8221 -3.8102
H 2.1361 -0.7371 -3.3708
H -0.4843 -1.3113 -3.2494
H -1.7910 0.8961 -3.0284
H 0.0414 2.9599 -3.1925

=====

Which of these has the highest F_max? C2H4NaOTl